No. 1
One molecule with the formula C5H5FO, computed with ωB97M-V/def2-TZVPD.

The net charge is 0. The spin multiplicity is 1. The max |F| is 0.51 eV/Å. Its frontier orbital gap is 9.9 eV. For the energy above the lowest of the compared OMol25 structures with the same formula, charge and spin, the calculation gives 0.00 kcal/mol. The calculation puts the energy at -10030.07648 eV.

Positions of all 12 atoms, in Å:
F  -2.639  0.471  -0.018
C  -1.802  -0.630  0.007
C  -0.381  -0.152  -0.009
C  0.184  1.075  -0.015
C  1.605  0.853  0.001
C  1.772  -0.489  -0.012
O  0.573  -1.127  -0.022
H  -2.016  -1.278  -0.852
H  -2.000  -1.211  0.927
H  -0.339  2.022  -0.035
H  2.401  1.588  0.034
H  2.642  -1.121  -0.006

Atoms 1-2, force components in eV/Å:
F 0.01 -0.17 -0.04
C 0.34 -0.23 0.31

No. 2
A 10-piece molecular cluster, C27H53Br18FNO3S overall in a non-equilibrium geometry, computed with ωB97M-V/def2-TZVPD.

The net charge is 0. The spin multiplicity is 2. The max |F| is 1.10 eV/Å. Its frontier orbital gap (alpha / beta) is 8.8 / 9.9 eV. The calculation puts the energy at -1310808.99899 eV.

Positions of all 104 atoms, in Å:
C  3.883  -3.583  3.859
C  3.033  -3.153  2.638
C  3.955  -3.077  1.413
C  2.453  -1.775  2.953
C  1.275  -1.371  2.077
S  0.404  -0.018  2.845
O  0.491  -0.079  4.267
O  -0.884  0.131  2.258
F  1.283  1.197  2.404
C  0.222  -2.477  1.968
C  0.792  -3.855  1.639
C  1.121  -3.930  0.133
C  -0.304  -4.904  1.979
N  1.979  -4.181  2.464
O  2.431  -5.356  2.286
H  4.737  -4.174  3.546
H  4.241  -2.693  4.374
H  3.280  -4.151  4.560
H  3.546  -2.403  0.658
H  4.942  -2.735  1.704
H  4.057  -4.051  0.942
H  3.267  -1.065  2.801
H  2.186  -1.718  4.004
H  1.563  -1.049  1.081
H  -0.426  -2.213  1.134
H  -0.413  -2.525  2.850
H  0.256  -4.242  -0.441
H  1.964  -4.590  -0.051
H  1.419  -2.947  -0.240
H  -0.514  -5.537  1.121
H  -1.236  -4.423  2.262
H  0.021  -5.554  2.785
Br  -1.498  1.858  -1.027
C  -2.829  1.936  0.395
C  -4.179  1.490  -0.089
Br  -5.058  2.833  -1.197
H  -2.827  2.955  0.768
H  -2.465  1.266  1.166
H  -4.848  1.326  0.751
H  -4.124  0.586  -0.687
Br  -1.957  -4.469  -3.057
C  -3.165  -4.778  -1.565
C  -3.889  -3.523  -1.159
Br  -2.711  -2.304  -0.202
H  -2.564  -5.186  -0.759
H  -3.873  -5.529  -1.906
H  -4.696  -3.756  -0.469
H  -4.283  -2.970  -2.006
Br  -0.596  4.029  4.146
C  -0.159  2.814  5.602
C  -0.181  3.512  6.933
Br  1.390  4.635  7.195
H  0.808  2.383  5.369
H  -0.915  2.034  5.569
H  -0.152  2.784  7.742
H  -1.044  4.157  7.058
Br  2.294  -0.061  -1.349
C  2.210  1.761  -2.024
C  2.190  1.768  -3.527
Br  3.951  1.409  -4.283
H  3.055  2.298  -1.605
H  1.284  2.173  -1.629
H  1.907  2.749  -3.902
H  1.517  1.021  -3.934
Br  -6.686  -1.194  -0.922
C  -6.764  -0.190  -2.591
C  -7.022  -1.093  -3.765
Br  -5.440  -2.123  -4.235
H  -5.822  0.342  -2.679
H  -7.571  0.527  -2.466
H  -7.266  -0.505  -4.646
H  -7.814  -1.809  -3.572
Br  -2.682  2.289  -5.117
C  -3.768  3.707  -5.881
C  -4.812  4.200  -4.916
Br  -6.294  2.953  -4.743
H  -4.201  3.313  -6.794
H  -3.074  4.509  -6.123
H  -5.254  5.126  -5.277
H  -4.416  4.349  -3.916
Br  -2.661  3.530  12.667
C  -1.417  3.268  11.197
C  -1.239  4.519  10.380
Br  -2.773  4.862  9.232
H  -1.801  2.442  10.609
H  -0.474  2.982  11.658
H  -0.388  4.417  9.708
H  -1.107  5.404  10.993
Br  10.351  2.003  -6.095
C  8.677  2.548  -5.268
C  8.035  1.424  -4.502
Br  7.211  0.117  -5.683
H  8.042  2.919  -6.066
H  8.934  3.365  -4.597
H  7.228  1.803  -3.879
H  8.746  0.882  -3.887
Br  1.744  -1.970  -8.857
C  2.129  -0.073  -8.673
C  2.096  0.370  -7.236
Br  0.271  0.516  -6.567
H  1.405  0.453  -9.285
H  3.126  0.065  -9.085
H  2.521  1.365  -7.133
H  2.617  -0.313  -6.574

Atoms 1-2, force components in eV/Å:
C -0.27 0.16 -0.22
C 0.75 -0.12 0.66